DFT (ωB97M-V with the def2-TZVPD basis set) results for a structure of composition C3H3AgMgO4 in a non-equilibrium geometry.

Last column: Mulliken charge in e.
Positions of all 12 atoms, in Å:
1 C -1.3550 0.6750 0.7748  0.078
2 C -0.6444 0.6964 -0.5479  -0.333
3 O 0.7372 0.3703 -0.4861  -0.404
4 C 1.1604 -0.9657 -0.3836  1.075
5 O 0.7188 -1.7875 0.3982  -0.453
6 O 2.0752 -1.1686 -1.2101  -0.761
7 O -0.8930 0.2156 1.7964  -0.442
8 H -2.3057 1.2429 0.7823  0.396
9 H -0.7209 1.7064 -0.9699  0.335
10 H -1.1970 0.0229 -1.2242  0.361
11 Mg 2.5718 0.8525 -1.4356  1.319
12 Ag -0.1474 -1.8604 2.5058  0.830

Calculated values
E_tot: -20775.63095 eV
2S+1: 1
LUMO level: -11.159 eV
max |F|: 0.0581 hartree/bohr
net charge: +2